No. 1
103
Properties=species:S:1:pos:R:3 method="wB97M-V/def2-TZVPD" gap_ev="6.64 / 6.64" charge=-1 s_squared=0.756 de_lowest_kcal_mol=0.0 homo_energy_ev="-4.598 / -4.595" fmax_ev_per_a=0.182 multiplicity=2
Tl 0.0354 -0.8330 0.6614
Br 4.8839 -2.7090 1.2820
C 3.9464 -2.1111 2.8162
C 4.5220 -2.3160 4.0702
C 3.8833 -1.9014 5.2047
Br 4.7173 -2.2142 6.8914
C 2.6321 -1.2488 5.1293
C 1.9093 -0.7799 6.2502
C 0.7122 -0.1505 6.0727
C 0.2278 0.0232 4.7626
N 0.8670 -0.3982 3.7027
C 2.0511 -1.0385 3.8506
C 2.7018 -1.4921 2.6192
O 2.2003 -1.3190 1.4664
H 5.4816 -2.8100 4.1366
H 2.3192 -0.9261 7.2406
H 0.1423 0.2211 6.9145
H -0.7123 0.5423 4.5941
C -1.7680 3.6260 5.1181
C -2.6619 3.0842 4.2048
C -2.1997 2.5735 2.9981
C -0.8416 2.5852 2.6756
C 0.0385 3.1502 3.6012
C -0.4149 3.6627 4.8092
Ge -0.1292 1.7738 1.0219
C -1.1442 2.5601 -0.4824
C -0.7849 2.1791 -1.7782
C -1.4425 2.6816 -2.8911
C -2.4811 3.5900 -2.7292
C -2.8419 3.9958 -1.4533
C -2.1775 3.4859 -0.3433
C 1.6553 2.5911 0.8334
C 1.8394 3.8007 0.1641
C 3.0979 4.3812 0.0689
C 4.1962 3.7573 0.6448
C 4.0308 2.5520 1.3128
C 2.7706 1.9752 1.4025
H -2.1245 4.0224 6.0613
H -3.7219 3.0569 4.4309
H -2.9159 2.1554 2.3005
H 1.0995 3.1755 3.3791
H 0.2913 4.0850 5.5143
H 0.0372 1.4848 -1.9221
H -1.1449 2.3623 -3.8831
H -3.0026 3.9821 -3.5942
H -3.6448 4.7116 -1.3197
H -2.4643 3.8280 0.6444
H 0.9892 4.2944 -0.2952
H 3.2218 5.3204 -0.4577
H 5.1794 4.2060 0.5669
H 4.8836 2.0508 1.7547
H 2.6543 1.0242 1.9053
C -1.3438 -5.6087 1.6078
Ge -2.0422 -3.8154 1.1979
C -2.3467 -3.6519 -0.7279
C -3.8187 -3.7085 2.0534
C -0.7996 -2.4888 1.8160
H -2.0143 -6.3931 1.2521
H -1.2250 -5.7176 2.6874
H -0.3660 -5.7450 1.1449
H -3.1602 -4.3068 -1.0470
H -1.4492 -3.9071 -1.2921
H -2.6116 -2.6233 -0.9781
H -4.3686 -4.6292 1.8456
H -4.3909 -2.8692 1.6538
H -3.7396 -3.5888 3.1350
H -0.3418 -2.6716 2.7878
C 2.2820 -2.1318 -8.0508
C 2.3745 -0.8377 -7.2309
C 1.8410 0.3333 -8.0676
C 3.8492 -0.5713 -6.9276
C 1.5401 -0.9795 -5.9552
C 0.1680 -1.2295 -6.0625
C -0.6606 -1.3746 -4.9528
C -0.0688 -1.2588 -3.7153
O -0.6280 -1.3479 -2.4704
B 0.4179 -1.1328 -1.5543
O 1.6085 -0.9284 -2.2637
C 1.2837 -1.0079 -3.5916
C 2.1112 -0.8667 -4.6843
H 2.8734 -2.0439 -8.9659
H 1.2526 -2.3543 -8.3336
H 2.6617 -2.9781 -7.4754
H 2.4314 0.4472 -8.9805
H 1.8978 1.2651 -7.5019
H 0.8004 0.1790 -8.3550
H 4.4017 -0.4817 -7.8652
H 4.2949 -1.3851 -6.3529
H 3.9836 0.3575 -6.3704
H -0.2788 -1.3159 -7.0453
H -1.7200 -1.5684 -5.0539
H 3.1627 -0.6708 -4.5336
I -4.2946 0.2869 -1.3078
C -4.2716 0.0424 0.7755
C -5.4312 0.2744 1.5064
C -5.3618 0.1088 2.8805
C -4.1597 -0.2722 3.4571
C -3.0695 -0.4762 2.6297
N -3.1247 -0.3243 1.3047
H -6.3452 0.5694 1.0123
H -6.2411 0.2770 3.4900
H -4.0594 -0.4025 4.5259
H -2.1026 -0.7796 3.0205

***

No. 2
16
Properties=species:S:1:pos:R:3 method="wB97M-V/def2-TZVPD" gap_ev="7.20 / 7.20" charge=+1 de_lowest_kcal_mol=204.0 homo_energy_ev="-12.519 / -12.518" fmax_ev_per_a=6.269
C -4.2161 -0.5429 0.1839
C -3.1106 -0.0859 0.0475
C -1.7914 0.2293 0.1242
C 0.4011 0.9615 0.8421
C 1.5258 -0.9522 -0.5185
N -0.5032 -1.3582 0.7387
N -0.8710 1.2048 0.1801
N 0.6301 -0.5951 0.6380
H -5.2108 -0.9143 0.2156
H 1.1584 1.5428 0.3469
H 0.3808 1.2469 1.9976
H 2.2329 -0.0527 -0.6953
H 2.0445 -1.9167 -0.4256
H 0.8830 -0.9903 -1.4785
H -1.0921 2.1717 0.0371
H 1.3361 -0.6032 1.4114

***

No. 3
19
Properties=species:S:1:pos:R:3 method="wB97M-V/def2-TZVPD" gap_ev=10.56 smiles=C[C@H]1CO[C@@H](C)C1 de_lowest_kcal_mol=11.6 homo_energy_ev=-9.454 fmax_ev_per_a=0.477
C 0.9811 -2.0935 0.7223
C 0.1644 -0.8159 0.8342
C 0.9960 0.4595 0.9111
O 0.0887 1.5002 0.6633
C -0.8789 1.0774 -0.2869
C -0.6257 1.8008 -1.6117
C -0.8108 -0.4705 -0.2984
H 1.3250 -2.3268 1.7348
H 1.8691 -1.9182 0.0982
H 0.4158 -2.9490 0.3197
H -0.4172 -0.8224 1.7585
H 1.4254 0.6883 1.8913
H 1.8092 0.4677 0.1677
H -1.8454 1.4027 0.1069
H -0.3742 2.8548 -1.4250
H -1.5146 1.7828 -2.2542
H 0.2178 1.3601 -2.1574
H -0.4884 -0.8510 -1.2694
H -1.7816 -0.9182 -0.0876

***

No. 4
26
Properties=species:S:1:pos:R:3 method="wB97M-V/def2-TZVPD" gap_ev=11.42 charge=+1 smiles=CC[C@@H]1[N@@H+](CN)C1(C)C de_lowest_kcal_mol=51.2 homo_energy_ev=-13.977 fmax_ev_per_a=3.738
C 0.1904 -0.7204 -0.4106
C -0.7276 0.2610 0.1938
C -1.8054 -0.1442 1.2173
C -1.4512 1.2058 -0.7431
C 1.5999 -2.6597 -0.8674
C 0.2986 -2.2277 -0.1791
C 1.2728 1.6909 0.0906
N 0.6535 2.8060 0.5129
N 0.6681 0.3199 0.5821
H 0.4682 -0.4777 -1.3861
H -1.4986 0.1156 2.1968
H -2.0969 -1.1664 1.2511
H -2.7131 0.3394 0.9864
H -1.8522 2.0048 -0.0822
H -2.2558 0.6231 -1.1587
H -0.9687 1.5793 -1.6570
H 2.3733 -2.6198 -0.1528
H 1.7780 -1.9771 -1.6734
H 1.4809 -3.8092 -1.0832
H 0.3035 -2.5790 0.9775
H -0.6140 -2.4816 -0.7145
H 2.3937 1.6545 0.2734
H 1.1243 1.5558 -0.9799
H 0.0117 3.1466 -0.1537
H 0.6273 3.3286 1.3815
H 0.7392 0.2316 1.5784

***

No. 5
78
Properties=species:S:1:pos:R:3 method="wB97M-V/def2-TZVPD" gap_ev=5.44 homo_energy_ev=-6.938 fmax_ev_per_a=2.436
Ir -0.8993 -0.3923 -0.6666
C -3.8242 1.2733 -3.7813
C -3.5127 0.2452 -2.7020
C -4.4449 -0.9586 -2.7903
O -2.1472 -0.1657 -2.8011
C -3.7022 0.8442 -1.2648
O -4.4631 1.7737 -1.0966
O -3.0407 0.2296 -0.3658
H -3.8486 0.7938 -4.7583
H -3.0566 2.0422 -3.7886
H -4.7852 1.7307 -3.5690
H -4.3730 -1.4377 -3.7659
H -5.4673 -0.6280 -2.6357
H -4.1888 -1.6862 -2.0221
H -2.0755 -0.8425 -3.4814
Se -0.1986 -2.8336 -0.7274
C -1.5011 -3.7563 0.3302
C -2.5320 -3.0279 0.9145
C -3.4569 -3.6534 1.7254
C -3.3712 -5.0190 1.9416
C -2.3751 -5.7589 1.3231
C -1.4377 -5.1364 0.5189
H -2.6054 -1.9649 0.7200
H -4.2414 -3.0752 2.1933
H -4.0872 -5.5023 2.5885
H -2.3301 -6.8266 1.4856
H -0.6589 -5.7093 0.0339
C 3.9419 1.1723 -3.8207
O 3.2572 1.6033 -2.6696
C 3.3974 0.9226 -1.4992
C 4.2597 -0.1487 -1.3045
C 4.3776 -0.7464 -0.0606
C 3.6505 -0.2765 1.0197
C 2.7852 0.7848 0.8443
C 2.6298 1.3776 -0.4047
N 1.7374 2.4437 -0.5284
C 0.9636 2.7659 -1.5792
C 0.6188 1.9609 -2.6621
C 0.1060 2.5766 -3.8349
C -0.1019 1.8724 -4.9843
C 0.1668 0.4910 -5.0234
C 0.5480 -0.1662 -3.8893
C 0.7272 0.5139 -2.6570
O 0.9680 -0.1542 -1.5826
H 3.6958 1.8996 -4.5945
H 3.6137 0.1811 -4.1451
H 5.0227 1.1669 -3.6627
H 4.8462 -0.5218 -2.1288
H 5.0527 -1.5780 0.0650
H 3.7579 -0.7252 1.9951
H 2.1852 1.1368 1.6716
H 1.6818 3.0455 0.2829
H 0.5938 3.7858 -1.5706
H -0.0673 3.6439 -3.8142
H -0.4547 2.3662 -5.8801
H 0.0407 -0.0494 -5.9501
H 0.7065 -1.2351 -3.8684
C 2.6565 1.2401 6.7209
C 1.7739 1.0593 5.5230
C 1.5880 -0.1756 4.9172
C 0.7425 -0.3324 3.8247
C 0.5257 -1.6873 3.2262
C 0.0623 0.7766 3.3146
Te -1.4295 0.6334 1.7828
C 0.2454 2.0247 3.9187
C -0.5082 3.2215 3.4307
C 1.0925 2.1520 5.0032
H 3.2422 0.3465 6.9178
H 2.0518 1.4570 7.6018
H 3.3303 2.0823 6.5686
H 2.0914 -1.0435 5.3251
H 1.2356 -2.4114 3.6183
H 0.6246 -1.6513 2.1397
H -0.4828 -2.0349 3.4555
H -0.3685 3.3616 2.3585
H -0.1865 4.1189 3.9515
H -1.5742 3.0745 3.6076
H 1.2038 3.1210 5.4720

***

No. 6
13
Properties=species:S:1:pos:R:3 method="wB97M-V/def2-TZVPD" gap_ev=6.25 charge=-1 de_lowest_kcal_mol=55.8 homo_energy_ev=-2.216 fmax_ev_per_a=3.056
C -0.9867 0.3143 -2.4597
S -1.1027 1.2532 -0.8572
H -0.7565 -0.7238 -2.2165
H -0.2259 0.7717 -3.0858
H -1.9618 0.2004 -2.9275
C 0.4985 -1.1731 2.4984
C 1.3251 -0.6672 0.3632
N 1.5499 -1.2095 1.4969
H -0.0813 -0.2457 2.6158
H -0.2676 -1.8713 2.1735
H 0.9106 -1.5729 3.4242
H 1.6637 -1.1257 -0.5727
H 1.0550 0.3864 0.2808